(1)
Here is 2 unconnected molecules or ions with the total composition C2H8N4O at a distorted geometry from the OMol25 dataset. Energies are from ωB97M-V/def2-TZVPD.

* multiplicity: 1
* E_HOMO: -18.429 eV
* relative energy (zero: lowest compared OMol25 entry of this formula, charge and spin): 51.91 kcal per mole
* gap between HOMO and LUMO: 11.1 eV
* charge: +2
* LUMO level: -7.305 eV

```
15
C2H8N4O (ωB97M-V/def2-TZVPD)
O 1.792 1.415 -0.586
N 0.848 0.289 0.013
N -2.898 -0.271 -1.046
N -2.698 0.647 1.191
N 2.634 -1.325 0.392
C -2.870 0.276 0.116
C 1.462 -0.781 0.378
H 3.475 -0.891 0.043
H 2.678 -2.351 0.538
H 1.896 1.878 0.311
H -2.782 1.249 2.107
H -2.617 -1.219 -1.135
H 1.336 1.977 -1.303
H -2.863 0.356 -1.912
H 0.609 -1.248 0.893
```

Atomic partial charges in e from the Mulliken method, atoms 1 to 6: -0.416 -0.308 -0.356 -0.050 -0.300 0.357

---

(2)
Here is 2 unconnected molecules or ions with the total composition C2H8N5 at a distorted geometry from the OMol25 dataset. Energies are from ωB97M-V/def2-TZVPD.

* multiplicity: 1
* E_HOMO (spin up / spin down): -11.525 / -11.760 eV
* relative energy (zero: lowest compared OMol25 entry of this formula, charge and spin): 122.24 kcal per mole
* gap between HOMO and LUMO (spin up / spin down): 7.3 / 7.8 eV
* charge: +1
* LUMO level (spin up / spin down): -4.226 / -3.938 eV

```
15
C2H8N5 (ωB97M-V/def2-TZVPD)
N 0.738 0.681 0.294
N -0.056 -0.031 1.003
N 1.413 -0.896 -1.949
N -0.272 0.723 -2.810
N -1.106 -0.253 3.096
C -0.615 0.534 2.117
C 0.488 0.069 -1.940
H 1.784 -1.166 -2.852
H 0.013 -1.029 1.196
H 1.851 -0.868 -1.041
H -0.965 -1.258 3.113
H -0.218 0.478 -3.900
H -1.489 0.004 4.002
H -0.693 1.617 2.171
H -0.873 1.395 -2.500
```

Atomic partial charges in e from the Mulliken method, atoms 1 to 6: -0.881 0.383 -0.338 -0.358 -0.331 0.158

---

(3)
Here is 3 unconnected molecules or ions with the total composition C2H8N5O at a distorted geometry from the OMol25 dataset. Energies are from ωB97M-V/def2-TZVPD.

* multiplicity: 1
* E_HOMO: -14.129 eV
* relative energy (zero: lowest compared OMol25 entry of this formula, charge and spin): 69.78 kcal per mole
* gap between HOMO and LUMO: 9.8 eV
* charge: +1
* LUMO level: -4.312 eV

```
16
C2H8N5O (ωB97M-V/def2-TZVPD)
O -3.857 1.496 0.787
N 2.268 -1.907 -1.818
N -1.797 1.752 1.815
N 0.260 -0.620 -1.350
N -1.974 2.527 3.019
N -1.784 0.338 -0.436
C -2.707 1.420 1.010
C -0.728 -0.200 -0.900
H -2.614 -0.220 -0.399
H -0.815 1.807 1.737
H 1.919 -2.737 -2.261
H 2.380 -1.268 -2.587
H 1.204 -1.204 -1.254
H -2.740 2.001 3.455
H -2.255 3.475 3.095
H 3.070 -2.285 -1.323
```

Atomic partial charges in e from the Mulliken method, atoms 1 to 6: -0.316 -0.804 0.048 -0.254 -0.671 -0.647

---

(4)
Here is a single C2H8N6 molecule at a distorted geometry from the OMol25 dataset. Energies are from ωB97M-V/def2-TZVPD.

* multiplicity: 1
* E_HOMO: -8.804 eV
* SMILES string: [H]/N=C(/N)NN/C(N)=N/[H]
* relative energy (zero: lowest compared OMol25 entry of this formula, charge and spin): 49.24 kcal per mole
* gap between HOMO and LUMO: 9.5 eV
* LUMO level: 0.734 eV

```
16
C2H8N6 (ωB97M-V/def2-TZVPD)
N -0.360 1.317 -1.118
N -0.804 -1.010 0.029
N -0.729 0.208 0.862
N -0.957 2.694 0.563
N 0.705 -2.454 -1.139
N 1.478 -1.042 0.801
C 0.419 -1.577 -0.082
C -0.677 1.522 0.205
H -1.341 2.853 1.523
H -1.319 -1.183 -0.809
H -0.325 0.483 -1.601
H -0.061 2.226 -1.759
H 2.331 -1.026 0.381
H -1.341 0.214 1.632
H 1.586 -2.983 -0.951
H 1.395 -0.241 1.465
```

Atomic partial charges in e from the Mulliken method, atoms 1 to 6: -0.413 -0.351 -0.206 -0.678 -0.702 -0.498

---

(5)
Here is a molecular structure, C2H8N6 at a distorted geometry from the OMol25 dataset. Energies are from ωB97M-V/def2-TZVPD.

* multiplicity: 1
* E_HOMO: -7.255 eV
* relative energy (zero: lowest compared OMol25 entry of this formula, charge and spin): 211.03 kcal per mole
* gap between HOMO and LUMO: 7.3 eV
* LUMO level: 0.043 eV

```
16
C2H8N6 (ωB97M-V/def2-TZVPD)
N 1.787 -1.601 0.060
N 1.381 0.908 0.213
N -2.583 0.522 0.109
N 0.345 -1.498 -0.313
N 0.092 0.514 0.295
N -1.803 -0.588 -0.054
C -0.416 -0.591 -0.047
C 1.392 2.202 -0.255
H 2.339 2.551 -0.298
H 0.219 -2.556 -0.909
H 0.356 2.934 -0.456
H 2.045 -0.409 0.020
H -0.807 1.138 0.354
H 1.883 -2.297 1.126
H -3.462 0.367 0.708
H -2.967 0.808 -0.905
```

Atomic partial charges in e from the Mulliken method, atoms 1 to 6: -0.720 -0.518 -0.552 -0.182 0.022 -0.701

---

(6)
Here is a single C2H8N6O molecule at a distorted geometry from the OMol25 dataset. Energies are from ωB97M-V/def2-TZVPD.

* multiplicity: 1
* E_HOMO: -9.167 eV
* SMILES string: [H]/N=C(N)/N=C(\NN)NO
* relative energy (zero: lowest compared OMol25 entry of this formula, charge and spin): 73.61 kcal per mole
* gap between HOMO and LUMO: 9.6 eV
* LUMO level: 0.439 eV

```
17
C2H8N6O (ωB97M-V/def2-TZVPD)
O 3.321 -0.432 0.014
N -1.912 0.602 -1.118
N 2.047 -0.895 -0.554
N 0.231 1.942 0.706
N -0.300 -0.807 -0.073
N 1.019 1.154 -0.430
N -2.356 -1.039 0.669
C 0.853 -0.155 -0.245
C -1.563 -0.256 -0.217
H -3.325 -1.247 0.280
H -1.877 -2.108 0.414
H 2.051 -1.924 -0.312
H 3.389 -0.799 0.939
H -2.834 0.848 -1.299
H 1.962 1.630 -0.485
H -0.022 1.208 1.528
H -0.683 2.279 0.183
```

Atomic partial charges in e from the Mulliken method, atoms 1 to 6: -0.400 -0.649 -0.282 -0.656 -0.417 -0.086

---

(7)
Here is 2 unconnected molecules or ions with the total composition C2H8NO at a distorted geometry from the OMol25 dataset. Energies are from ωB97M-V/def2-TZVPD.

* multiplicity: 1
* E_HOMO: -2.262 eV
* relative energy (zero: lowest compared OMol25 entry of this formula, charge and spin): 21.69 kcal per mole
* gap between HOMO and LUMO: 6.3 eV
* charge: -1
* LUMO level: 4.045 eV

```
12
C2H8NO (ωB97M-V/def2-TZVPD)
O 1.384 1.377 -1.975
N -0.061 -0.097 0.747
C -0.126 -1.306 1.554
C -1.210 -0.033 -0.151
H -2.069 0.448 0.352
H -1.128 -1.328 1.990
H 0.733 -0.017 0.105
H -0.975 0.627 -0.986
H -1.573 -1.039 -0.413
H 0.147 -2.213 1.003
H 0.528 -1.206 2.423
H 1.183 2.305 -1.969
```

Atomic partial charges in e from the Mulliken method, atoms 1 to 6: -1.112 -0.397 -0.834 -0.810 0.235 0.322

---

(8)
Here is 2 unconnected molecules or ions with the total composition C2H8NO at a distorted geometry from the OMol25 dataset. Energies are from ωB97M-V/def2-TZVPD.

* multiplicity: 1
* E_HOMO: -13.879 eV
* relative energy (zero: lowest compared OMol25 entry of this formula, charge and spin): 34.40 kcal per mole
* gap between HOMO and LUMO: 9.6 eV
* charge: +1
* LUMO level: -4.266 eV

```
12
C2H8NO (ωB97M-V/def2-TZVPD)
O 0.527 -0.104 -0.696
N 0.745 2.298 1.088
C -0.866 -2.142 -0.538
C -0.163 -0.989 -1.255
H 1.640 1.915 1.516
H 0.265 1.758 0.377
H 0.941 3.436 1.001
H -0.050 2.177 1.812
H -1.230 -1.747 0.470
H -0.043 -2.889 -0.449
H -1.726 -2.612 -0.930
H -0.039 -1.101 -2.396
```

Atomic partial charges in e from the Mulliken method, atoms 1 to 6: -0.551 -0.572 -0.790 0.192 0.399 0.315

---

(9)
Here is 2 unconnected molecules or ions with the total composition C2H8NO at a distorted geometry from the OMol25 dataset. Energies are from ωB97M-V/def2-TZVPD.

* multiplicity: 1
* E_HOMO: -16.713 eV
* relative energy (zero: lowest compared OMol25 entry of this formula, charge and spin): 28.91 kcal per mole
* gap between HOMO and LUMO: 11.6 eV
* charge: +1
* LUMO level: -5.134 eV

```
12
C2H8NO (ωB97M-V/def2-TZVPD)
O -2.218 -0.022 0.011
N 0.458 0.003 -0.143
C 0.982 0.744 -1.036
C 1.286 -0.627 0.931
H 0.504 1.664 -1.363
H 2.037 0.661 -1.252
H -0.559 0.236 0.023
H 2.280 -0.188 0.911
H 1.226 -1.693 0.773
H -2.487 -0.945 0.129
H -2.571 0.366 0.825
H 0.885 -0.251 1.868
```

Atomic partial charges in e from the Mulliken method, atoms 1 to 6: -0.722 0.058 -0.180 -0.793 0.276 0.335

---

Number 1: E_tot -10190.5409 eV. Number 2: E_tot -9642.6788 eV. Number 3: E_tot -11692.0248 eV. Number 4: E_tot -11141.9247 eV. Number 5: E_tot -11134.9087 eV. Number 6: E_tot -13187.1394 eV. Number 7: E_tot -5740.2331 eV. Number 8: E_tot -5733.3922 eV. Number 9: E_tot -5733.6307 eV.